1.
{
  "formula": "C2HCl2O2P",
  "method": "the ωB97M-V functional and the def2-TZVPD basis",
  "species": ["C", "C", "O", "O", "P", "Cl", "Cl", "H"],
  "positions_angstrom": [[-2.626, 1.537, 0.024], [-2.525, 0.127, -0.533], [-3.066, -0.518, -1.307], [-1.452, -0.274, 0.356], [-1.338, 1.192, 1.087], [1.423, 1.054, 0.312], [-3.629, 2.798, -0.533], [1.250, 0.088, 1.307]],
  "total_energy_ev": -40517.21556,
  "relative_energy_kcal_mol": 31.33,
  "lumo_energy_ev": -0.90,
  "mol_weight_g_mol": 158.91,
  "homo_lumo_gap_ha": 0.303
}


2.
{
  "formula": "CHN2O3",
  "method": "the ωB97M-V functional and the def2-TZVPD basis",
  "species": ["C", "N", "N", "O", "O", "O", "H"],
  "positions_angstrom": [[1.181, 0.341, -0.225], [-0.744, -0.425, -0.477], [-1.650, -0.360, 0.131], [1.757, -0.303, -1.044], [0.869, 1.490, -0.127], [-2.585, -0.246, 0.889], [1.171, -0.496, 0.853]],
  "total_energy_ev": -10173.81610,
  "charge": -1,
  "relative_energy_kcal_mol": 31.22,
  "lumo_energy_ev": 4.15,
  "mol_weight_g_mol": 89.03,
  "homo_lumo_gap_ha": 0.276
}


3.
{
  "formula": "C2H8AsAuNO6P2S4",
  "method": "the ωB97M-V functional and the def2-TZVPD basis",
  "species": ["Au", "N", "C", "C", "P", "O", "O", "O", "P", "O", "O", "O", "H", "H", "H", "H", "H", "H", "H", "H", "S", "As", "S", "S", "S"],
  "positions_angstrom": [[0.545, 1.135, -1.859], [-0.311, -2.220, 1.676], [-0.323, -1.084, 0.675], [-1.453, -0.095, 0.955], [-0.625, -1.796, -1.001], [0.627, -2.783, -1.338], [-1.855, -2.671, -0.907], [-0.572, -0.645, -2.025], [1.400, -0.470, 0.725], [1.311, 0.882, 1.680], [2.206, -1.553, 1.422], [1.833, -0.035, -0.747], [-0.927, -3.005, 1.298], [-0.777, -1.912, 2.549], [0.710, -2.463, 1.743], [-2.426, -0.648, 0.780], [-1.261, 0.669, 0.218], [-1.474, 0.358, 1.930], [1.476, -2.267, -1.317], [0.922, 1.704, 1.172], [0.245, 5.850, -2.314], [0.160, 3.995, -1.519], [2.070, 2.795, -1.718], [-1.120, 2.453, -2.638], [-0.380, 3.806, 0.561]],
  "total_energy_ev": -142435.78738,
  "charge": -1,
  "multiplicity": 3,
  "relative_energy_kcal_mol": 0.00,
  "lumo_energy_ev": [2.20, -0.38],
  "mol_weight_g_mol": 604.19,
  "homo_lumo_gap_ha": [0.219, 0.178]
}


4.
{
  "formula": "C2H6S2",
  "method": "the ωB97M-V functional and the def2-TZVPD basis",
  "species": ["C", "S", "S", "C", "H", "H", "H", "H", "H", "H"],
  "positions_angstrom": [[0.742, -0.175, 1.316], [1.885, -0.199, -0.029], [-1.885, 0.213, 0.029], [-0.736, 0.153, -1.322], [1.343, -0.342, 2.233], [-0.046, -0.961, 1.201], [0.187, 0.784, 1.310], [-0.038, 1.001, -1.233], [-1.294, 0.225, -2.221], [-0.187, -0.807, -1.250]],
  "total_energy_ev": -23837.58879,
  "relative_energy_kcal_mol": 97.42,
  "lumo_energy_ev": -3.38,
  "mol_weight_g_mol": 94.20,
  "homo_lumo_gap_ha": 0.189
}


5.
{
  "formula": "C2H3I2NO2",
  "method": "the ωB97M-V functional and the def2-TZVPD basis",
  "species": ["C", "C", "N", "O", "O", "I", "I", "H", "H", "H"],
  "positions_angstrom": [[-1.506, -0.024, -0.616], [1.043, -0.024, -0.167], [0.615, 0.092, 1.140], [0.531, 1.224, 1.643], [0.372, -0.953, 1.740], [1.729, -1.820, -0.973], [1.671, 1.770, -0.922], [-1.290, 0.020, -1.639], [-1.441, -1.042, -0.213], [-1.725, 0.759, 0.009]],
  "total_energy_ev": -23901.90622,
  "relative_energy_kcal_mol": 142.38,
  "lumo_energy_ev": -2.20,
  "mol_weight_g_mol": 326.86,
  "homo_lumo_gap_ha": 0.240
}


6.
{
  "formula": "CH2BrNO3",
  "method": "the ωB97M-V functional and the def2-TZVPD basis",
  "species": ["O", "N", "O", "O", "C", "Br", "H", "H"],
  "positions_angstrom": [[1.619, -0.436, -0.517], [1.204, 0.644, -0.241], [1.774, 1.696, -0.273], [-0.075, 0.747, 0.263], [-0.744, -0.481, 0.251], [-2.693, -0.023, -0.298], [-0.276, -1.118, -0.500], [-0.809, -1.029, 1.314]],
  "total_energy_ev": -78739.72897,
  "relative_energy_kcal_mol": 35.04,
  "lumo_energy_ev": -0.11,
  "mol_weight_g_mol": 155.94,
  "homo_lumo_gap_ha": 0.395
}